Formula: CF2N2
Source: the Open Molecules 2025 dataset
Level of theory: ωB97M-V/def2-TZVPD

Atoms and positions in Å:
C -0.286603 0.017061 -0.039970
N 0.882290 0.438121 0.640217
N 1.141678 0.111017 -0.521640
F -0.622987 -1.272400 0.052629
F -1.584396 0.761463 -0.053698

Force components x, y, z for each atom (eV/Å):
C -0.515 -0.016 -0.056
N -0.801 -0.043 1.181
N -2.788 1.186 -0.929
F -0.474 0.326 0.401
F 4.579 -1.453 -0.596

Values from the calculation:
- HOMO-LUMO gap: 10.6 eV
- Charge: 0
- Spin multiplicity: 1
- M: 78.0 g mol⁻¹
- ΔE to the lowest compared entry with this formula, charge and spin: 46.8 kcal per mole
- SMILES: FC1(F)N=N1

How is the electron density shared among the atoms? According to Löwdin, the charges in e are: atom 1 (C): -0.4554, atom 2 (N): 0.1487, atom 3 (N): 0.2101, atom 4 (F): 0.0938, atom 5 (F): 0.0028

=====

Formula: C4H14N4O
Source: the Open Molecules 2025 dataset
Level of theory: ωB97M-V/def2-TZVPD

Atoms and positions in Å:
C -2.338021 -0.342918 1.633487
C -0.300236 0.865010 1.685951
N -0.905169 -0.355652 1.853320
N -0.362091 -1.552441 0.216425
H 0.641371 -1.524571 0.378254
H -0.718931 -2.458546 0.500509
H -0.968896 1.727471 1.790536
H -2.698596 -1.349321 1.423205
H -2.803043 -0.011117 2.567466
H -2.666823 0.323970 0.826158
H 0.107334 1.067725 0.501856
H 0.601572 0.969190 2.289566
C 0.334647 -0.466622 -2.559647
C 0.936944 0.284066 -1.585338
N 2.930482 0.580342 -0.259084
O 2.095009 -0.286345 -1.061798
N 0.497169 1.366338 -0.939586
H 3.734311 0.751156 -0.864153
H 2.443859 1.477239 -0.201436
H -0.349303 1.726443 -1.366925
H 0.888076 -1.241485 -3.067239
H -0.477866 -1.390465 -0.804328
H -0.621799 -0.159468 -2.957197

Cartesian forces (eV/Å) of the 6 atoms listed first:
C -0.118 -0.085 -0.183
C -0.504 -0.552 0.818
N 0.452 0.824 -0.230
N 0.037 0.089 -0.185
H -0.048 -0.052 0.031
H 0.067 0.039 -0.067

Values from the calculation:
- HOMO-LUMO gap (spin up / spin down): 6.7 / 6.7 eV
- Charge: 0
- Spin multiplicity: 1
- M: 134.2 g mol⁻¹
- ΔE to the lowest compared entry with this formula, charge and spin: 141.3 kcal per mole

Löwdin population analysis, charges in e, atoms 1 to 5: atom 1 (C): -0.1462, atom 2 (C): -0.1829, atom 3 (N): -0.0783, atom 4 (N): 0.1131, atom 5 (H): 0.0697

=====

Formula: C41H67ClFI3N2O10S
Source: the Open Molecules 2025 dataset
Level of theory: ωB97M-V/def2-TZVPD

Atoms and positions in Å:
C 3.915326 -0.812010 -2.192815
C 3.829941 0.203691 -3.334575
C 2.495911 0.526760 -4.040120
Cl 2.529606 2.312978 -4.442061
C 1.121970 0.146346 -3.420800
I 1.042022 -2.041577 -3.661103
O 0.171696 0.818923 -4.211331
C -1.153132 0.357490 -4.335333
F -1.705574 -0.290002 -3.254973
C -1.304260 -0.442919 -5.662378
C -2.355467 -1.583628 -5.619493
C -1.785326 -3.000783 -5.546571
N -1.941217 -3.665967 -4.310187
O -1.237755 -3.546402 -6.489947
C -2.001982 1.658095 -4.499898
C -3.420369 1.486588 -5.043323
C -4.387994 0.793894 -4.067855
O -3.958225 2.833221 -5.177920
C 0.903544 0.621001 -1.881608
S 0.638540 -0.942238 -0.922926
O 1.933861 1.430949 -1.453886
C 1.878481 2.202179 -0.209913
C 2.855817 3.365249 -0.577628
C 2.767988 4.708338 0.167049
C 3.515544 4.781458 1.498757
C 3.068752 5.628673 2.490865
C 3.669741 5.721825 3.713637
C 4.776923 4.950889 4.005820
C 5.249213 4.139397 3.014272
C 4.642414 4.050369 1.785701
C 2.531563 1.228221 0.810176
C 3.886017 0.962472 0.776721
C 4.437231 0.070510 1.656138
N 3.768928 -0.606885 2.575748
C 2.470116 -0.360201 2.593220
C 1.823110 0.505860 1.755370
C 0.469814 2.642963 0.257938
I 0.345017 3.375170 2.310728
C -0.367788 3.684807 -0.545949
C -1.864817 3.269197 -0.425783
I 0.032749 4.056574 -2.599203
H 3.293277 -0.612493 -1.320521
H 3.726098 -1.843121 -2.498033
H 4.953025 -0.814291 -1.835199
H 4.547444 -0.114486 -4.098429
H 4.248039 1.141635 -2.959527
H 2.506583 0.068188 -5.027567
H -1.535241 0.231404 -6.485426
H -0.351854 -0.904213 -5.939774
H -2.899169 -1.542543 -6.569860
H -3.107388 -1.471683 -4.837546
H -2.129245 -4.650767 -4.468986
H -2.748566 -3.263312 -3.841676
H -1.410906 2.402852 -5.037232
H -2.118620 2.029140 -3.474527
H -3.501312 1.050764 -6.044420
H -3.928649 0.718797 -3.079992
H -4.745969 -0.167507 -4.435684
H -5.265578 1.429379 -3.922919
H -3.600615 3.186379 -6.000325
H -0.092297 1.072963 -1.887239
H -0.534695 -0.781838 -0.264336
H 3.891626 3.039721 -0.514583
H 2.724057 3.576021 -1.640651
H 1.767822 5.121119 0.304531
H 3.298021 5.440736 -0.459817
H 2.186327 6.240424 2.314172
H 3.238240 6.393397 4.449176
H 5.228999 5.010453 4.988161
H 6.121905 3.527633 3.228774
H 5.090483 3.383285 1.060352
H 4.544223 1.425697 0.053769
H 5.510472 -0.106031 1.584640
H 1.860272 -0.897181 3.319579
H 0.752435 0.624732 1.840665
H -0.129857 1.731646 0.323148
H -0.316409 4.635865 -0.019964
H -2.225585 3.424292 0.592603
H -2.428321 3.914050 -1.104334
H -1.989358 2.236221 -0.766883
C -9.672805 -1.034435 -2.868150
O -9.191279 -2.356293 -3.010496
C -8.227636 -2.538342 -4.031080
C -6.963678 -3.228179 -3.545286
O -6.175291 -2.534314 -2.587810
C -6.726371 -2.280527 -1.302413
C -7.042524 -3.487376 -0.434875
O -8.068164 -4.304271 -0.970982
C -7.746459 -5.677017 -1.083370
H -10.596090 -0.906273 -3.441478
H -9.896189 -0.868833 -1.812765
H -8.937989 -0.288321 -3.182323
H -7.968270 -1.587921 -4.509623
H -8.682172 -3.180831 -4.795071
H -6.312365 -3.339299 -4.418204
H -7.171858 -4.243690 -3.207462
H -7.586175 -1.614687 -1.379855
H -5.958991 -1.706481 -0.774882
H -7.400046 -3.113720 0.532601
H -6.127425 -4.061074 -0.253896
H -6.673127 -5.840567 -1.215470
H -8.261115 -6.070246 -1.961361
H -8.097947 -6.219443 -0.200676
C 4.956499 0.244319 5.520852
O 4.207904 -0.602972 6.371398
C 3.895096 -1.873551 5.826957
C 4.292432 -3.024744 6.735537
O 5.679592 -3.199719 6.984008
C 6.391822 -2.199753 7.694791
C 5.993835 -1.965265 9.142559
O 4.678263 -1.457656 9.283364
C 3.850655 -2.174520 10.176861
H 4.283225 0.905223 4.967243
H 5.608284 0.858074 6.147532
H 5.582009 -0.313967 4.820712
H 4.346044 -2.006284 4.839757
H 2.805299 -1.912996 5.700532
H 3.979461 -3.943366 6.230497
H 3.733927 -3.002166 7.672584
H 6.403903 -1.264610 7.133283
H 7.428967 -2.547549 7.708910
H 6.676000 -1.211282 9.555160
H 6.129927 -2.888385 9.715780
H 4.133018 -3.228817 10.246436
H 2.827619 -2.120727 9.801263
H 3.882540 -1.715949 11.170236

Cartesian forces (eV/Å) of the 6 atoms listed first:
C 0.346 -0.546 0.071
C 0.310 0.027 0.461
C 0.054 0.218 -0.222
Cl 0.105 -0.306 -0.055
C 0.707 0.857 0.605
I 0.251 0.119 -1.071

Values from the calculation:
- HOMO-LUMO gap: 8.1 eV
- Charge: 0
- Spin multiplicity: 1
- M: 1215.2 g mol⁻¹

Löwdin population analysis, charges in e, atoms 1 to 5: atom 1 (C): -0.1388, atom 2 (C): -0.2654, atom 3 (C): -0.6255, atom 4 (Cl): 0.6092, atom 5 (C): -0.7063

=====

| no. | total energy (eV) |
| --- | --- |
| 1 | -9448.62177 |
| 2 | -12376.81635 |
| 3 | -117430.12772 |